(1)
C20H11F5IN5O2RhS3 as an isolated structure. Source: the Open Molecules 2025 dataset; level of theory: ωB97M-V/def2-TZVPD.

XYZ file:
```
48
Properties=species:S:1:pos:R:3:forces:R:3
Rh 1.7541 1.7611 0.5658 0.0 0.8 0.0
N 5.8513 1.4355 1.7822 0.0 -0.1 0.0
C 4.6066 1.3915 1.2327 -0.1 0.1 0.0
S 3.3967 2.4356 1.9717 0.2 -0.3 0.0
N 4.4466 0.6359 0.1819 0.0 0.1 0.0
N 3.1746 0.7092 -0.3143 0.1 0.1 0.0
C 2.8914 0.1994 -1.4515 0.0 0.0 0.0
C 1.5312 0.3859 -1.9590 0.1 0.1 -0.1
C 1.0648 -0.2697 -3.0799 0.0 0.0 0.0
C -0.2362 -0.0297 -3.5007 0.0 0.0 0.0
C -1.0058 0.8809 -2.8022 0.0 0.0 0.0
C -0.4715 1.4972 -1.6805 0.0 0.1 0.0
N 0.7704 1.2663 -1.2694 -0.1 -0.7 0.3
H 5.9162 1.7323 2.7398 0.0 0.0 0.0
H 6.4914 0.7193 1.4802 0.0 0.0 0.0
H 3.6556 -0.3229 -2.0152 0.0 0.0 0.0
H 1.6962 -0.9901 -3.5805 0.0 0.0 0.0
H -0.6656 -0.5685 -4.3335 0.0 0.0 0.0
H -2.0293 1.0685 -3.0920 0.0 0.0 0.0
H -1.0399 2.2035 -1.0894 0.0 0.0 0.0
F -0.2258 1.6863 3.0535 0.0 0.0 0.0
C 0.3751 0.5020 2.8755 0.1 0.1 0.1
C 1.3336 0.2970 1.8845 -0.2 -0.1 -0.2
C 1.8761 -0.9853 1.8877 0.0 0.0 0.0
F 2.8024 -1.3809 1.0026 0.0 0.0 0.0
C 1.4921 -1.9807 2.7716 0.0 0.0 0.0
F 2.0517 -3.1928 2.6941 0.0 0.0 0.0
C 0.5212 -1.7377 3.7154 0.0 0.0 0.0
F 0.1399 -2.6894 4.5715 0.0 0.0 0.0
C -0.0385 -0.4796 3.7611 0.0 0.0 0.0
F -0.9722 -0.1996 4.6808 0.0 0.0 0.0
O -4.3850 -2.8831 -2.8477 0.0 0.0 0.0
S -3.3800 -1.8545 -2.7982 0.0 0.0 0.0
O -3.2361 -1.0373 -3.9860 0.0 0.0 0.0
N -1.9339 -2.4331 -2.3298 0.0 0.1 0.0
C -1.5305 -1.9026 -1.1876 0.0 -0.1 0.0
S -0.0637 -2.1857 -0.4323 0.0 -0.1 -0.1
C -2.5184 -0.9310 -0.5975 0.0 0.0 0.0
C -2.4000 -0.1804 0.5602 0.0 0.0 0.0
C -3.4179 0.7076 0.8798 0.0 0.0 0.0
C -4.5389 0.8334 0.0591 0.0 0.0 0.0
C -4.6601 0.0757 -1.0998 0.0 0.0 0.0
C -3.6300 -0.7945 -1.4009 0.0 0.0 0.0
H -1.5134 -0.2885 1.1722 0.0 0.0 0.0
H -3.3331 1.3181 1.7700 0.0 0.0 0.0
H -5.3205 1.5333 0.3268 0.0 0.0 0.0
H -5.5219 0.1681 -1.7479 0.0 0.0 0.0
I 0.2292 3.8742 0.9752 0.0 0.1 0.0
```
Positions in Å, forces in eV/Å.

LUMO level	1.10	eV
energy above the lowest of the compared OMol25 structures with the same formula, charge and spin	1.003	eV
Kohn-Sham gap	6.2	eV
net charge	-1
E_tot	-3295.2674	hartree
highest occupied orbital energy	-5.13	eV

(2)
C20H12Cl3LuN12OS as an isolated structure. Source: the Open Molecules 2025 dataset; level of theory: ωB97M-V/def2-TZVPD.

XYZ file:
```
50
Properties=species:S:1:pos:R:3:forces:R:3
Lu -0.8526 -0.4732 -0.9527 0.7 0.1 2.0
N 1.5469 0.9074 2.6934 -0.1 -0.1 0.0
C 2.8433 0.3764 2.8491 0.2 -0.1 0.1
C 3.6064 0.7461 3.9423 -0.1 0.0 0.0
C 4.8808 0.2202 4.1175 0.0 0.0 0.0
C 5.3861 -0.6842 3.2034 0.0 -0.1 -0.1
C 4.6206 -1.0592 2.1046 0.0 0.0 0.0
C 3.3615 -0.5216 1.9242 -0.4 0.0 -0.2
S 2.4134 -0.9787 0.4912 0.4 0.0 0.1
N 0.9149 -0.2170 0.7314 -0.2 0.1 0.0
C 0.6568 0.5326 1.7429 0.2 -0.2 -0.2
C -0.7363 1.0276 1.8995 -0.2 0.3 0.2
C -1.2537 1.3381 3.1470 0.1 0.1 -0.1
C -2.5740 1.7458 3.2377 0.0 0.0 -0.1
C -3.3275 1.8421 2.0816 0.0 0.0 0.1
C -2.7339 1.5005 0.8783 0.0 0.1 -0.1
N -1.4679 1.1030 0.7838 0.1 -0.2 0.3
H 1.2371 1.5394 3.4092 -0.1 0.0 0.0
H 3.2004 1.4509 4.6595 0.0 0.0 0.0
H 5.4686 0.5200 4.9742 0.0 0.0 0.0
H 6.3732 -1.1061 3.3339 0.0 0.0 0.0
H 5.0001 -1.7707 1.3815 0.0 0.0 0.0
H -0.6678 1.2011 4.0448 0.0 0.0 0.0
H -3.0087 1.9698 4.2022 0.0 0.0 0.0
H -4.3604 2.1568 2.1125 0.0 0.0 0.0
H -3.2856 1.5540 -0.0537 0.0 0.0 0.0
Cl 1.4119 2.3875 -7.1337 0.1 0.0 -0.1
C 0.5922 1.9868 -5.6656 -0.1 0.0 0.2
C 1.1777 1.1054 -4.7769 0.1 -0.1 0.0
C 0.5068 0.8200 -3.6060 -0.4 0.3 -0.3
Cl 1.2205 -0.3047 -2.4700 1.0 0.1 -0.6
C -0.7400 1.3627 -3.2542 0.2 0.3 -0.4
O -1.3254 1.0913 -2.1149 -0.3 1.1 -0.9
C -1.2907 2.2384 -4.2090 0.1 -0.1 0.2
Cl -2.8349 2.9273 -3.8639 -0.1 0.1 0.0
C -0.6447 2.5497 -5.3881 0.0 0.0 -0.1
H 2.1291 0.6412 -4.9955 0.0 0.0 0.0
H -1.1058 3.2243 -6.0953 0.0 0.0 0.0
N -2.6668 -3.7170 -0.7492 -0.1 -0.1 -0.1
C -2.3324 -3.0954 0.4236 0.2 0.3 0.3
N -2.5495 -3.5903 1.6295 -0.2 -0.3 -0.3
N -2.0680 -2.6665 2.4700 0.1 0.2 0.0
N -1.5832 -1.6694 1.8246 -0.1 -0.1 0.3
N -1.7308 -1.8915 0.4878 -0.6 -0.8 0.7
C -2.3380 -3.1999 -1.9722 0.3 0.3 -0.4
N -2.6766 -3.6908 -3.1475 -0.2 -0.3 0.4
N -2.1353 -2.8500 -4.0455 0.1 0.2 0.0
N -1.5049 -1.9011 -3.4608 0.0 -0.1 -0.3
N -1.5980 -2.0846 -2.1143 -0.7 -1.1 -0.7
H -3.1546 -4.5949 -0.7119 0.0 0.0 0.0
```
Positions in Å, forces in eV/Å.

LUMO level	-1.14	eV
energy above the lowest of the compared OMol25 structures with the same formula, charge and spin	0.244	eV
Kohn-Sham gap	6.9	eV
net charge	0
E_tot	-4516.0935	hartree
highest occupied orbital energy	-8.09	eV

(3)
C20H12ClIN3PbS2 as an isolated structure. Source: the Open Molecules 2025 dataset; level of theory: ωB97M-V/def2-TZVPD.

XYZ file:
```
40
Properties=species:S:1:pos:R:3:forces:R:3
Pb 0.0385 -0.0791 0.2809 0.0 0.3 -0.3
S -1.5678 1.4506 1.6797 -0.1 -0.1 0.0
C -2.9802 1.5892 0.6541 0.0 0.1 0.1
C -4.0001 2.4275 1.1177 0.0 0.0 0.0
C -5.1604 2.6566 0.3967 0.0 0.0 -0.1
C -6.1807 3.5073 0.9375 0.0 0.0 0.0
N -6.9856 4.1923 1.3917 0.0 0.0 0.0
C -5.3089 2.0527 -0.8632 -0.1 0.0 0.1
C -4.3088 1.2174 -1.3305 0.0 0.0 0.0
C -3.1601 0.9319 -0.5833 0.0 -0.1 0.0
S -2.0861 -0.2815 -1.2465 0.0 0.1 0.1
C -6.4984 2.2637 -1.6372 0.0 0.0 0.0
N -7.4588 2.4270 -2.2489 0.0 0.0 0.0
H -3.8762 2.9064 2.0798 0.0 0.0 0.0
H -4.4135 0.7588 -2.3047 0.0 0.0 0.0
Cl -0.8783 4.0529 -0.9190 0.0 0.0 0.0
C -0.7186 2.9463 -2.2615 0.0 -0.1 0.0
C -1.6092 3.0882 -3.3121 0.0 0.0 -0.1
C -1.5186 2.2545 -4.4156 0.0 0.0 0.0
C -0.5107 1.3003 -4.4560 0.1 0.0 0.0
C 0.3633 1.1666 -3.3934 0.0 0.0 0.0
C 0.2726 1.9547 -2.2341 0.0 0.0 0.0
C 1.0998 1.6595 -1.0598 -0.1 0.0 0.0
H -2.3750 3.8511 -3.2605 0.0 0.0 0.0
H -2.2313 2.3433 -5.2252 0.0 0.0 0.0
H -0.4056 0.6595 -5.3232 0.0 0.0 0.0
H 1.1412 0.4107 -3.4288 0.0 0.0 0.0
H 1.2467 2.5223 -0.4129 0.0 -0.1 0.1
H 2.0637 1.2341 -1.3466 0.0 -0.1 0.0
I 4.1428 -5.4343 -0.8458 -0.1 0.1 0.1
C 3.1492 -4.3315 0.6300 0.1 -0.1 -0.2
C 2.8212 -4.9187 1.8391 0.0 0.0 0.1
C 2.1597 -4.1463 2.7806 0.0 0.0 0.0
C 1.8698 -2.8260 2.4709 0.0 0.0 -0.1
N 2.1908 -2.2665 1.3095 0.3 -0.2 0.1
C 2.8119 -3.0058 0.3981 0.0 0.0 0.1
H 3.0869 -5.9461 2.0479 0.0 0.0 0.0
H 1.8686 -4.5661 3.7340 0.0 0.0 0.0
H 1.3516 -2.1824 3.1737 0.0 0.0 0.0
H 3.0437 -2.5180 -0.5423 0.0 0.0 0.0
```
Positions in Å, forces in eV/Å.

LUMO level	1.67	eV
energy above the lowest of the compared OMol25 structures with the same formula, charge and spin	0.601	eV
Kohn-Sham gap	5.8	eV
net charge	-1
E_tot	-2680.8231	hartree
highest occupied orbital energy	-4.09	eV